(i)
This record from the OMol25 dataset describes an isolated molecule of C4H8ClNO. The level of theory is the ωB97M-V functional and the def2-TZVPD basis.

Positions of all 15 atoms, in Å:
C (-1.75, -0.03, 0.81)
C (1.91, -0.20, -0.55)
C (0.80, -0.22, 0.48)
C (-0.58, -0.41, -0.12)
N (-2.96, -0.22, 0.16)
O (-1.61, 0.32, 1.94)
Cl (-0.79, -2.14, -0.38)
H (2.05, -1.25, -1.10)
H (1.61, 0.55, -1.34)
H (2.88, -0.14, -0.06)
H (0.75, 0.73, 0.90)
H (1.06, -1.02, 1.25)
H (-0.94, -0.02, -1.01)
H (-3.12, -0.50, -0.73)
H (-3.94, -0.21, 0.64)

Charge: 0
Highest occupied orbital energy, eV: -9.92
Spin multiplicity: 1
SMILES string: CC[C@@H](Cl)C(N)=O

***

(ii)
This record from the OMol25 dataset describes an isolated molecule of C4H8ClNO. The level of theory is the ωB97M-V functional and the def2-TZVPD basis.

Positions of all 15 atoms, in Å:
C (-0.95, -0.87, 0.26)
C (0.36, -1.32, -0.08)
C (1.25, -0.29, -0.08)
C (1.02, 1.13, 0.40)
H (-2.37, -0.94, -1.37)
H (-1.52, 0.39, -1.19)
H (-1.39, -1.73, 0.77)
H (-0.69, -0.33, 1.24)
H (0.74, -2.34, -0.38)
H (1.99, 1.59, 0.57)
H (0.60, 1.22, 1.38)
H (-0.23, 2.47, 0.15)
N (-2.07, -0.28, -0.61)
O (0.25, 1.75, -0.62)
Cl (2.99, -0.45, -0.42)

Charge: 0
Highest occupied orbital energy, eV: -9.34
Spin multiplicity: 1
SMILES string: NC/C=C(/Cl)CO

***

What should be chosen as the least stable of them? Choose (ii).

***

(i)
This record from the OMol25 dataset describes a structure of composition CH3NOP2S. The level of theory is the ωB97M-V functional and the def2-TZVPD basis.

Positions of all 9 atoms, in Å:
C (0.71, 1.01, 0.65)
N (-0.39, 1.59, 0.32)
O (0.12, -1.17, -0.68)
P (1.04, -0.81, 0.77)
P (-1.49, -1.07, -0.30)
S (-1.71, 1.02, -0.55)
H (1.41, 1.63, 1.19)
H (2.37, -0.69, 0.15)
H (-2.07, -1.52, -1.56)

Charge: 0
Highest occupied orbital energy, eV: -8.63
Spin multiplicity: 1

***

(ii)
This record from the OMol25 dataset describes a structure of composition CH3NOP2S. The level of theory is the ωB97M-V functional and the def2-TZVPD basis.

Positions of all 9 atoms, in Å:
C (0.64, 0.97, 0.92)
N (-0.45, 1.49, 0.59)
O (-0.35, -1.53, 0.28)
P (1.09, -0.81, 0.78)
P (-1.54, -1.04, -0.68)
S (-1.69, 1.02, -0.34)
H (1.27, 1.83, 1.18)
H (1.70, -0.91, -0.86)
H (-0.68, -1.01, -1.87)

Charge: 0
Highest occupied orbital energy, eV: -8.60
Spin multiplicity: 1

***

What should be chosen as the least stable of them? Choose (ii).

***

(i)
This record from the OMol25 dataset describes an isolated molecule of C7H15N. The level of theory is the ωB97M-V functional and the def2-TZVPD basis.

Positions of all 23 atoms, in Å:
C (0.92, 1.20, -0.40)
C (2.05, 0.23, -0.67)
C (-0.13, -0.15, 1.59)
C (-0.57, 0.78, 2.46)
H (1.19, 1.84, 0.45)
H (0.93, 1.97, -1.19)
H (0.67, -0.84, 1.87)
H (2.15, -0.52, 0.12)
H (3.01, 0.77, -0.73)
H (1.92, -0.30, -1.62)
H (-0.84, 0.60, 3.50)
H (-0.65, 1.85, 2.28)
C (-0.54, -1.93, -0.17)
N (-1.09, 0.34, -2.00)
C (-0.73, 0.61, -0.65)
C (-0.92, -0.54, 0.35)
H (-0.76, -0.54, -2.37)
H (-2.03, 0.62, -2.24)
H (-1.28, 1.49, -0.31)
H (-1.98, -0.59, 0.64)
H (-1.22, -2.26, -0.96)
H (0.47, -1.96, -0.59)
H (-0.57, -2.67, 0.64)

Charge: 0
Highest occupied orbital energy (alpha / beta), eV: -7.82 / -7.82
Spin multiplicity: 1
SMILES string: C=C[C@H](C)[C@H](N)CC

***

(ii)
This record from the OMol25 dataset describes an isolated molecule of C7H15N. The level of theory is the ωB97M-V functional and the def2-TZVPD basis.

Positions of all 23 atoms, in Å:
C (-0.71, 0.02, -3.16)
C (-0.77, 0.37, -1.69)
C (-0.02, -0.68, -0.85)
N (-1.58, -0.37, 1.61)
C (-0.22, -0.07, 1.59)
C (0.53, -0.19, 0.48)
C (1.97, 0.27, 0.47)
C (0.36, 0.46, 2.87)
H (-1.35, 0.68, -3.75)
H (0.30, 0.05, -3.55)
H (-1.14, -0.97, -3.37)
H (-1.77, 0.41, -1.31)
H (-0.32, 1.35, -1.53)
H (0.80, -1.14, -1.38)
H (-0.72, -1.51, -0.68)
H (-1.96, -0.74, 2.46)
H (-1.99, -0.77, 0.78)
H (2.18, 1.32, 0.67)
H (2.45, -0.01, -0.47)
H (2.57, -0.28, 1.22)
H (0.52, 1.54, 2.78)
H (1.26, -0.10, 3.13)
H (-0.36, 0.37, 3.69)

Charge: 0
Highest occupied orbital energy, eV: -7.46
Spin multiplicity: 1
SMILES string: CCC/C(C)=C(/C)N

***

(iii)
This record from the OMol25 dataset describes a cluster of 2 separate species, C7H15N in total. The level of theory is the ωB97M-V functional and the def2-TZVPD basis.

Positions of all 23 atoms, in Å:
C (-2.03, -0.14, -1.57)
C (-0.68, -0.98, -1.54)
C (-0.32, -1.33, -0.06)
C (-0.37, -0.22, 0.98)
C (2.43, 2.54, 1.98)
C (1.04, 1.76, 1.86)
C (0.83, 0.56, 1.14)
N (-0.84, -2.11, -2.44)
H (-2.61, -0.27, -2.50)
H (-2.63, -0.60, -0.77)
H (-1.90, 0.90, -1.33)
H (0.15, -0.40, -1.96)
H (-0.99, -2.11, 0.35)
H (0.71, -1.72, -0.08)
H (0.39, 1.63, -0.37)
H (-1.14, -0.31, 1.73)
H (2.38, 3.63, 2.02)
H (3.18, 2.20, 1.26)
H (2.77, 2.24, 2.97)
H (0.34, 1.91, 2.69)
H (1.72, 0.09, 0.65)
H (-0.11, -2.77, -2.13)
H (-1.75, -2.59, -2.32)

Charge: 0
Highest occupied orbital energy, eV: -6.28
Spin multiplicity: 1

***

What should be chosen as the least stable of them? Choose (iii).

***

(i)
This record from the OMol25 dataset describes a cluster of 2 separate species, H2NO4S in total. The level of theory is the ωB97M-V functional and the def2-TZVPD basis.

Positions of all 8 atoms, in Å:
N (-1.83, 0.05, 0.71)
O (1.32, -1.21, -1.07)
O (1.53, 1.16, -0.39)
O (2.20, -0.67, 1.15)
O (-1.71, 0.23, -0.68)
S (1.40, -0.22, 0.01)
H (-2.04, 0.90, 1.10)
H (-0.86, -0.23, -0.83)

Charge: -1
Highest occupied orbital energy (alpha / beta), eV: -5.40 / -3.20
Spin multiplicity: 1

***

(ii)
This record from the OMol25 dataset describes a cluster of 2 separate species, H2NO4S in total. The level of theory is the ωB97M-V functional and the def2-TZVPD basis.

Positions of all 8 atoms, in Å:
N (0.31, -0.68, 0.02)
O (-2.70, 0.03, 1.41)
O (-2.64, 1.44, -0.61)
O (-3.19, -0.99, -0.77)
O (1.02, 0.43, -0.42)
S (-2.51, 0.08, -0.04)
H (-0.16, -0.36, 0.96)
H (0.99, 0.34, -1.32)

Charge: -1
Highest occupied orbital energy (alpha / beta), eV: -3.38 / -5.29
Spin multiplicity: 1

***

What should be chosen as the least stable of them? Choose (i).

***

(i)
This record from the OMol25 dataset describes an isolated molecule of C7H7NOS. The level of theory is the ωB97M-V functional and the def2-TZVPD basis.

Positions of all 17 atoms, in Å:
C (0.96, 1.26, -1.32)
C (0.20, 2.09, -0.38)
C (1.32, -0.04, -1.27)
C (-1.24, -0.74, 1.15)
C (-2.14, 0.26, 1.44)
C (-0.88, 1.84, 0.31)
C (0.92, -1.02, -0.03)
N (-0.01, -0.41, 0.78)
O (-1.96, 1.43, 0.82)
S (0.58, -2.63, -0.97)
H (1.33, 1.92, -2.18)
H (0.88, 3.05, -0.09)
H (1.99, -0.62, -1.97)
H (-1.50, -1.77, 1.30)
H (-3.07, 0.03, 1.73)
H (1.83, -1.27, 0.58)
H (0.81, -3.37, 0.08)

Charge: 0
Highest occupied orbital energy (alpha / beta), eV: -7.70 / -7.69
Spin multiplicity: 1

***

(ii)
This record from the OMol25 dataset describes an isolated molecule of C7H7NOS. The level of theory is the ωB97M-V functional and the def2-TZVPD basis.

Positions of all 17 atoms, in Å:
C (0.71, 1.64, 0.29)
C (1.63, 1.29, -0.90)
C (1.20, -0.14, -1.35)
C (0.04, -0.72, -0.44)
C (-0.44, -1.89, -0.02)
C (-1.18, 0.04, 1.40)
C (-0.23, 0.35, 0.47)
H (-0.71, 2.61, -0.91)
H (0.43, 3.72, 0.13)
H (1.16, 1.74, 1.31)
H (1.31, 1.75, -1.80)
H (2.79, 1.20, -0.83)
H (-0.16, -2.80, -0.66)
H (-1.32, 0.67, 2.34)
N (-0.09, 2.83, 0.01)
O (1.75, -0.76, -2.19)
S (-1.71, -1.63, 1.32)

Charge: 0
Highest occupied orbital energy, eV: -8.89
Spin multiplicity: 1
SMILES string: N[C@@H]1CC(=O)c2cscc21

***

What should be chosen as the least stable of them? Choose (i).